This record from OMol25 describes C10H30F2InO5S5 as an isolated structure. The level of theory is ωB97M-V/def2-TZVPD.

Results
HOMO   -0.3950 Eh
Lowest unoccupied orbital energy   -9.37 eV
Kohn-Sham gap   1.3765 eV
Strongest force on any atom   3.62 eV/Å

Geometry as ORCA input:
```
! wB97M-V def2-TZVPD RIJCOSX def2/J DEFGRID3
* xyz 1 1
In -0.588 1.368 0.701
F -3.648 -1.762 3.584
F 2.352 1.683 4.927
C -7.233 1.263 -5.304
S -5.754 2.350 -4.839
O -5.391 1.782 -3.471
C -4.699 1.454 -6.103
H -8.122 1.261 -4.674
H -7.066 0.237 -4.979
H -7.570 1.341 -6.338
H -4.618 0.405 -5.818
H -3.733 1.957 -6.149
H -5.104 1.457 -7.115
C -0.768 -6.140 -4.186
S -2.256 -5.223 -3.632
O -1.728 -3.786 -3.580
C -3.171 -5.574 -5.141
H -0.421 -5.704 -5.123
H -0.971 -7.190 -4.398
H -0.200 -6.196 -3.258
H -2.678 -5.210 -6.042
H -4.164 -5.145 -5.012
H -3.226 -6.661 -5.209
C 5.537 -5.497 0.809
S 5.396 -3.650 1.121
O 3.938 -3.254 1.148
C 5.877 -3.935 2.857
H 5.465 -5.621 -0.271
H 4.795 -6.187 1.211
H 6.530 -5.739 1.188
H 5.388 -4.833 3.236
H 5.545 -3.020 3.348
H 6.955 -3.989 3.007
C 8.242 3.468 -0.019
S 6.793 4.368 0.729
O 5.570 3.487 0.497
C 7.167 4.316 2.522
H 8.048 3.172 -1.051
H 8.307 2.519 0.512
H 9.244 3.898 -0.034
H 8.124 4.772 2.775
H 7.174 3.284 2.872
H 6.405 4.885 3.055
C -5.750 6.140 5.868
S -5.551 4.309 5.517
O -4.803 4.390 4.163
C -4.283 3.915 6.882
H -6.455 6.154 6.700
H -6.133 6.643 4.980
H -4.818 6.669 6.066
H -3.766 2.981 6.662
H -4.713 3.753 7.871
H -3.467 4.635 6.938
*
```

Table of natural (NBO) atomic charges, one value per atom, all in e: number 1, In, carries 0.999; number 2, F, carries -0.350; number 3, F, carries -0.379; number 4, C, carries -0.834; number 5, S, carries 1.203; number 6, O, carries -0.968; number 7, C, carries -0.805; number 8, H, carries 0.247; number 9, H, carries 0.239; number 10, H, carries 0.225; number 11, H, carries 0.237; number 12, H, carries 0.226; number 13, H, carries 0.231; number 14, C, carries -0.807; number 15, S, carries 1.227; number 16, O, carries -0.925; number 17, C, carries -0.826; number 18, H, carries 0.244; number 19, H, carries 0.226; number 20, H, carries 0.244; number 21, H, carries 0.238; number 22, H, carries 0.242; number 23, H, carries 0.238; number 24, C, carries -0.798; number 25, S, carries 1.235; number 26, O, carries -0.901; number 27, C, carries -0.816; number 28, H, carries 0.230; number 29, H, carries 0.246; number 30, H, carries 0.227; number 31, H, carries 0.239; number 32, H, carries 0.246; number 33, H, carries 0.237; number 34, C, carries -0.820; number 35, S, carries 1.240; number 36, O, carries -0.876; number 37, C, carries -0.810; number 38, H, carries 0.256; number 39, H, carries 0.234; number 40, H, carries 0.251; number 41, H, carries 0.245; number 42, H, carries 0.246; number 43, H, carries 0.256; number 44, C, carries -0.768; number 45, S, carries 1.210; number 46, O, carries -0.853; number 47, C, carries -0.796; number 48, H, carries 0.230; number 49, H, carries 0.255; number 50, H, carries 0.242; number 51, H, carries 0.254; number 52, H, carries 0.245; number 53, H, carries 0.240